[1]
A single C3H4ClNO molecule. Source: the OMol25 dataset; level of theory: ωB97M-V/def2-TZVPD.

Properties
E_tot	-706.76862	Ha
relative energy (zero: lowest compared OMol25 entry of this formula, charge and spin)	3.621	eV
SMILES	Cl[C@@H]1C=CON1
HOMO	-9.0	eV
orbital gap	9.95	eV

The geometry in XYZ format:
```
10
C3H4ClNO ωB97M-V/def2-TZVPD
Cl 2.543 -0.344 0.323
C 0.961 -0.045 -0.531
C -0.041 0.828 0.019
C -1.075 0.211 0.505
O -1.043 -1.100 0.474
N 0.085 -1.627 -0.263
H 1.092 0.193 -1.571
H -0.033 1.998 -0.016
H -1.912 0.640 1.048
H 0.764 -1.964 0.390
```

[2]
3 unconnected molecules or ions with the total composition C39H78F2N7O11P2SSi. Source: the OMol25 dataset; level of theory: ωB97M-V/def2-TZVPD.

Properties
E_tot	-4313.78998	Ha
total charge	-1
HOMO	-4.6	eV
orbital gap	5.70	eV

The geometry in XYZ format:
```
141
C39H78F2N7O11P2SSi ωB97M-V/def2-TZVPD
C -2.845 -4.125 4.099
O -3.595 -2.939 3.991
C -2.778 -1.800 3.795
C -3.473 -0.627 3.052
O -3.356 -0.588 1.644
C -4.013 -1.518 0.845
C -3.521 -2.991 0.990
C -3.484 -3.862 -0.267
C -2.558 -5.059 0.044
O -2.400 -5.895 -1.128
C -1.125 -6.400 -1.159
C -0.304 -6.275 -2.426
O -0.658 -6.974 -0.195
C -3.733 -0.936 -0.593
O -2.360 -0.606 -0.655
C -2.093 0.620 -1.301
C -2.282 0.637 -2.845
C -1.784 -0.576 -3.620
C -2.198 -2.011 -3.340
N -0.955 -0.342 -4.565
C -0.701 1.117 -0.829
F -0.759 2.494 -0.824
F -0.505 0.714 0.453
C 0.475 0.696 -1.694
C 0.782 -0.827 -1.538
Si 2.579 -1.266 -1.163
C 2.632 -1.850 0.639
C 3.815 0.133 -1.433
C 3.093 -2.791 -2.185
C 2.373 -3.235 -3.288
C 2.726 -4.367 -4.005
C 3.843 -5.094 -3.634
C 4.596 -4.648 -2.563
C 4.233 -3.527 -1.849
C -5.588 -1.520 0.977
S -6.575 -2.052 -0.415
O -7.829 -1.340 -0.307
O -6.831 -3.474 -0.406
C -4.873 -0.245 3.651
O -5.763 -1.114 3.829
O -5.047 0.967 3.901
H -1.848 -4.063 3.634
H -3.374 -4.951 3.598
H -2.688 -4.432 5.149
H -2.468 -1.408 4.780
H -1.848 -2.005 3.234
H -2.865 0.219 3.412
H -2.494 -2.937 1.383
H -4.156 -3.491 1.730
H -4.440 -4.298 -0.586
H -3.038 -3.395 -1.152
H -2.890 -5.611 0.932
H -1.576 -4.620 0.279
H 0.693 -6.686 -2.248
H -0.726 -6.834 -3.273
H -0.173 -5.236 -2.759
H -4.402 -0.059 -0.672
H -3.991 -1.629 -1.400
H -2.821 1.347 -0.895
H -1.794 1.527 -3.259
H -3.366 0.722 -3.032
H -3.280 -2.172 -3.283
H -1.755 -2.287 -2.370
H -1.769 -2.716 -4.063
H -0.680 -1.227 -4.997
H 1.332 1.318 -1.391
H 0.319 0.927 -2.754
H 0.129 -1.244 -0.758
H 0.514 -1.312 -2.485
H 3.629 -2.201 0.933
H 1.908 -2.664 0.787
H 2.327 -1.026 1.299
H 4.824 -0.310 -1.438
H 3.648 0.624 -2.399
H 3.809 0.834 -0.589
H 1.486 -2.709 -3.646
H 2.115 -4.669 -4.855
H 4.083 -5.988 -4.206
H 5.486 -5.227 -2.314
H 4.855 -3.214 -1.010
H -5.861 -2.170 1.824
H -5.914 -0.513 1.270
H -6.057 -1.702 -1.627
O 5.595 -2.153 3.455
P 6.463 -1.079 4.071
N 6.530 -1.696 5.688
C 5.517 -1.388 6.678
C 6.979 -3.078 5.786
N 5.356 0.216 3.891
C 4.977 1.178 4.908
C 4.262 0.042 2.942
N 7.701 0.119 4.435
C 8.185 0.772 3.193
C 8.900 -0.303 5.179
H 5.563 -0.338 6.967
H 5.705 -1.934 7.605
H 4.502 -1.631 6.338
H 7.918 -3.211 5.237
H 6.247 -3.787 5.383
H 7.186 -3.348 6.823
H 4.157 0.807 5.533
H 4.637 2.109 4.443
H 5.811 1.460 5.550
H 3.450 -0.559 3.366
H 4.610 -0.438 2.033
H 3.852 1.010 2.640
H 8.734 0.070 2.556
H 8.839 1.611 3.432
H 7.354 1.172 2.613
H 9.388 -1.169 4.724
H 8.660 -0.535 6.214
H 9.622 0.515 5.218
O -1.912 5.088 -4.017
P -2.355 6.323 -3.266
N -3.660 5.634 -2.368
C -5.002 5.526 -2.902
C -3.292 4.461 -1.585
N -2.880 7.218 -4.638
C -4.137 7.924 -4.776
C -2.405 6.788 -5.947
N -2.455 7.816 -2.339
C -1.282 8.685 -2.610
C -2.584 7.733 -0.874
H -5.460 6.511 -3.005
H -5.653 4.995 -2.206
H -5.035 5.003 -3.869
H -2.413 4.675 -0.970
H -3.064 3.594 -2.215
H -4.090 4.182 -0.893
H -4.937 7.264 -5.131
H -4.037 8.737 -5.504
H -4.455 8.398 -3.850
H -2.972 5.929 -6.325
H -1.353 6.518 -5.910
H -2.490 7.602 -6.671
H -0.357 8.245 -2.225
H -1.420 9.665 -2.151
H -1.156 8.849 -3.679
H -1.813 7.103 -0.424
H -3.561 7.355 -0.585
H -2.509 8.730 -0.436
```

[3]
A single C5H7N molecule. Source: the OMol25 dataset; level of theory: ωB97M-V/def2-TZVPD.

Properties
E_tot	-249.29944	Ha
relative energy (zero: lowest compared OMol25 entry of this formula, charge and spin)	4.729	eV
SMILES	C#C[C@H]1CCN1
HOMO	-9.0	eV
orbital gap	10.06	eV

The geometry in XYZ format:
```
13
C5H7N ωB97M-V/def2-TZVPD
C -0.769 1.984 1.488
C 0.007 1.156 1.098
C 0.658 0.128 0.558
C -0.246 -1.190 0.166
C -0.091 -0.918 -1.309
N 0.969 0.044 -0.993
H -1.583 2.784 1.595
H 1.535 0.113 1.115
H 0.386 -1.910 0.470
H -1.158 -1.175 0.706
H -0.939 -0.463 -1.743
H 0.487 -1.635 -1.849
H 0.744 1.082 -1.301
```

[4]
2 unconnected molecules or ions with the total composition C4H13NOS. Source: the OMol25 dataset; level of theory: ωB97M-V/def2-TZVPD.

Properties
E_tot	-688.00957	Ha
2S+1	2
total charge	+1
relative energy (zero: lowest compared OMol25 entry of this formula, charge and spin)	1.967	eV
HOMO (spin up / spin down)	-13.6 / -13.2	eV
orbital gap (spin up / spin down)	10.63 / 5.19	eV

The geometry in XYZ format:
```
20
C4H13NOS ωB97M-V/def2-TZVPD
C -0.563 0.659 1.325
N 0.833 0.246 0.923
C 1.458 0.882 -0.292
C 0.687 0.431 -1.560
S 0.672 1.433 -3.016
C 2.951 0.622 -0.498
H -1.047 0.010 2.041
H -1.186 0.625 0.390
H -0.575 1.683 1.818
H 0.999 -0.740 1.103
H 1.504 1.932 0.018
H -0.318 0.612 -1.171
H 1.166 -0.499 -1.860
H -0.180 2.390 -2.540
H 3.495 1.500 -0.922
H 3.275 -0.261 -0.970
H 3.333 0.546 0.541
H -5.016 -4.391 1.096
H -6.115 -3.634 1.642
O -5.372 -4.046 1.935
```

[5]
A single C14H28O2Si molecule. Source: the OMol25 dataset; level of theory: ωB97M-V/def2-TZVPD.

Properties
E_tot	-990.21609	Ha
SMILES	CC(C)(C)[Si](C)(C)O[C@H]1CCCC[C@@H]1CC=O
HOMO	-9.5	eV
orbital gap	10.15	eV

The geometry in XYZ format:
```
45
C14H28O2Si ωB97M-V/def2-TZVPD
C -1.890 3.742 0.351
C -0.755 2.902 -0.139
C 0.470 3.026 0.788
C -0.312 3.332 -1.593
Si -1.311 1.102 -0.258
C -2.653 0.581 1.005
C -2.001 0.708 -2.003
O 0.082 0.155 -0.177
C 0.307 -1.192 0.128
C -0.490 -2.123 -0.813
C -0.265 -3.564 -0.393
C 1.258 -3.948 -0.599
C 2.243 -2.998 0.068
C 1.888 -1.509 0.072
C 2.694 -0.733 1.175
C 2.353 -1.154 2.572
O 2.679 -2.248 2.984
H -2.113 3.776 1.446
H -1.816 4.799 0.106
H -2.790 3.315 -0.152
H 0.414 2.420 1.710
H 0.675 4.078 1.064
H 1.277 2.566 0.279
H -1.237 3.600 -2.124
H 0.204 4.263 -1.600
H 0.284 2.456 -1.943
H -3.367 1.370 1.177
H -3.336 -0.258 0.800
H -2.215 0.375 2.026
H -2.482 -0.240 -2.092
H -2.635 1.488 -2.419
H -1.112 0.650 -2.614
H 0.021 -1.387 1.173
H 0.048 -2.068 -1.763
H -1.600 -1.934 -1.092
H -0.628 -3.833 0.587
H -0.841 -4.251 -1.012
H 1.515 -3.935 -1.610
H 1.424 -5.018 -0.277
H 3.267 -3.009 -0.450
H 2.529 -3.373 1.069
H 2.194 -0.898 -0.856
H 2.435 0.352 1.094
H 3.811 -0.789 1.087
H 1.777 -0.595 3.217
```

What did the first record say?
A single C3H4ClNO molecule. Source: the OMol25 dataset; level of theory: ωB97M-V/def2-TZVPD.

Properties
E_tot	-706.76862	Ha
relative energy (zero: lowest compared OMol25 entry of this formula, charge and spin)	3.621	eV
SMILES	Cl[C@@H]1C=CON1
HOMO	-9.0	eV
orbital gap	9.95	eV

The geometry in XYZ format:
```
10
C3H4ClNO ωB97M-V/def2-TZVPD
Cl 2.543 -0.344 0.323
C 0.961 -0.045 -0.531
C -0.041 0.828 0.019
C -1.075 0.211 0.505
O -1.043 -1.100 0.474
N 0.085 -1.627 -0.263
H 1.092 0.193 -1.571
H -0.033 1.998 -0.016
H -1.912 0.640 1.048
H 0.764 -1.964 0.390
```

E_tot of number 1 (C3H4ClNO)?
-706.76862 Ha

What is the E_tot in the fifth record?
-990.21609 Ha

What is the E_tot in the first record?
-706.76862 Ha